[1]
Below is a gas-phase ion, C4H8NS (charge +1) in a non-equilibrium geometry, with properties calculated with wB97M-V/def2-TZVPD.

Positions of all 14 atoms, in Å:
C: -2.2505 -0.7109 0.1316
C: -0.4527 0.9417 -0.3869
C: 0.8639 1.3380 0.4187
C: 1.9232 -1.5445 0.0986
N: -1.0505 -0.3783 -0.1141
S: 2.3107 0.1151 0.0043
H: -2.5511 -1.8393 -0.0318
H: -3.0700 0.0078 0.2508
H: -1.1506 1.8261 -0.4479
H: -0.2369 0.7490 -1.4464
H: 1.2150 2.3371 0.1934
H: 0.7717 1.2120 1.5081
H: 0.9510 -1.9430 0.2370
H: 2.7268 -2.1108 -0.4156

Its LUMO energy (alpha / beta) is -6.577 / -6.576 eV. Its charge is +1. The total energy comes out at -16592.8038 eV. As for the energy above the lowest of the compared OMol25 structures with the same formula, charge and spin: 60.0 kcal/mol. The frontier orbital gap (alpha / beta) comes out at 6.89 / 6.89 eV.

Charges per atom according to natural (NBO) partitioning, unit e: 0.00, -0.28, -0.47, -0.28, -0.48, 0.61, 0.20, 0.17, 0.23, 0.24, 0.27, 0.26, 0.27, 0.26

---

[2]
Below is a molecular structure, C44H57N8O2S2W, with properties calculated with wB97M-V/def2-TZVPD.

Positions of all 114 atoms, in Å:
W: -0.0668 -0.1382 0.4722
C: 5.7618 -0.6257 -0.0550
C: 4.9503 -1.7731 -0.6293
N: 3.9787 -1.3755 -1.6738
C: 4.4970 -1.4540 -3.0635
C: 4.3865 -2.8584 -3.6310
C: 2.7089 -1.1218 -1.4467
S: 2.2061 -1.0481 0.2305
N: 1.9045 -1.0847 -2.5265
C: 0.6274 -0.8631 -2.5091
O: -0.0922 -0.4845 -1.4827
C: -0.1277 -1.1206 -3.7489
C: 0.4399 -1.9185 -4.7457
C: -0.2618 -2.1732 -5.9117
C: -1.5231 -1.6216 -6.1001
C: -2.0903 -0.8215 -5.1149
C: -1.3985 -0.5816 -3.9409
H: 6.5700 -1.0313 0.5544
H: 5.1530 0.0175 0.5813
H: 6.2168 -0.0215 -0.8427
H: 4.4213 -2.3140 0.1520
H: 5.6064 -2.4917 -1.1171
H: 5.5358 -1.1303 -3.0046
H: 3.9530 -0.7385 -3.6710
H: 4.9654 -3.5812 -3.0547
H: 4.7694 -2.8706 -4.6515
H: 3.3464 -3.1834 -3.6518
H: 1.4270 -2.3341 -4.5997
H: 0.1756 -2.7974 -6.6798
H: -2.0655 -1.8132 -7.0178
H: -3.0672 -0.3807 -5.2719
H: -1.8281 0.0489 -3.1762
C: -2.7497 -0.5725 2.9808
C: -1.8076 0.0673 3.9650
C: -1.9890 -0.2080 5.3164
C: -1.1606 0.3371 6.2836
C: -0.1091 1.1473 5.9008
C: 0.1189 1.4563 4.5614
C: 1.3281 2.3151 4.2721
C: -0.7692 0.9313 3.6038
N: -0.5346 1.2620 2.1963
C: -0.5591 2.5191 1.9043
C: -1.1230 3.6246 2.7287
C: 0.0033 2.8652 0.5692
C: 0.2022 4.2899 0.2094
N: 0.3247 1.8625 -0.1591
C: 0.8483 2.1551 -1.4940
C: 2.2316 2.2062 -1.6571
C: 3.2040 2.2159 -0.5082
C: 2.7152 2.3985 -2.9498
C: 1.8526 2.5621 -4.0176
C: 0.4848 2.6168 -3.7998
C: -0.0514 2.4454 -2.5284
C: -1.5264 2.6789 -2.3269
H: -3.2202 -1.4442 3.4325
H: -2.2507 -0.8973 2.0656
H: -3.5553 0.1015 2.6867
H: -2.8056 -0.8570 5.6098
H: -1.3261 0.1191 7.3315
H: 0.5585 1.5566 6.6512
H: 2.1941 1.9077 4.7947
H: 1.1861 3.3272 4.6567
H: 1.5945 2.3913 3.2183
H: -1.6201 3.2673 3.6225
H: -1.8373 4.1804 2.1123
H: -0.3479 4.3386 3.0144
H: 0.8687 4.7517 0.9443
H: -0.7443 4.8325 0.2596
H: 0.6297 4.4071 -0.7809
H: 3.6142 3.2216 -0.3873
H: 4.0448 1.5546 -0.7080
H: 2.7640 1.9163 0.4406
H: 3.7880 2.4490 -3.1070
H: 2.2456 2.7077 -5.0162
H: -0.1841 2.8287 -4.6264
H: -1.8108 3.6172 -2.8043
H: -1.8158 2.7530 -1.2845
H: -2.1496 1.9061 -2.7789
C: -1.5147 -4.5654 0.9256
C: -1.7713 -3.2701 0.1980
O: -0.6511 -2.3365 0.3445
H: -2.2934 -5.2776 0.6478
H: -1.5469 -4.4615 2.0097
H: -0.5589 -5.0078 0.6363
H: -2.6392 -2.7432 0.5863
H: -1.9193 -3.4502 -0.8668
H: 0.1800 -2.7739 0.1043
N: -6.8722 0.1863 -2.1926
C: -6.0683 1.1882 -1.8069
S: -6.3097 2.7750 -2.0871
C: -4.7876 0.7647 -1.1510
C: -4.2743 1.5009 -0.0879
C: -3.0386 1.1902 0.4153
N: -2.2478 0.2126 -0.0756
C: -2.7621 -0.5050 -1.0857
C: -4.0144 -0.2835 -1.6261
H: -7.7431 0.4194 -2.6459
H: -6.7702 -0.7508 -1.8395
H: -4.8400 2.3300 0.3160
H: -2.6620 1.7573 1.2463
H: -2.1198 -1.2490 -1.5174
H: -4.3285 -0.8922 -2.4651
C: 0.3604 -3.3013 5.1698
N: 0.6832 -2.2786 4.1695
C: 1.7401 -1.4011 4.2252
C: 1.6634 -0.6426 3.1086
N: 0.5672 -1.0498 2.3617
C: 0.0108 -2.0450 3.0462
H: 0.4281 -2.8599 6.1603
H: 1.0529 -4.1341 5.0861
H: -0.6559 -3.6470 5.0047
H: 2.4402 -1.3978 5.0447
H: 2.3084 0.1558 2.7939
H: -0.8801 -2.5837 2.7769

Its LUMO energy (alpha / beta) is -8.698 / -9.512 eV. Its charge is +3. The total energy comes out at -86045.5940 eV. The frontier orbital gap (alpha / beta) comes out at 6.16 / 5.34 eV. Its spin multiplicity is 3.

Here are the Mulliken charges for atoms 1 to 99, given in e: 1.60, -1.01, -0.82, 0.39, -0.51, -1.10, 0.53, -0.57, 0.12, -0.56, 1.53, 0.31, -0.60, -0.79, -0.79, -1.48, 1.72, 0.48, 0.16, 0.31, 0.44, 0.47, 0.49, 0.33, 0.37, 0.40, 0.22, 0.42, 0.49, 0.45, 0.55, -0.84, -1.39, 0.25, -0.64, -1.31, -0.89, 1.78, -2.05, -0.35, 0.62, 1.56, -2.57, 1.48, -2.21, 0.57, -1.66, 1.12, -1.52, -0.75, -1.28, -0.48, 1.82, -1.35, 0.76, -0.14, 0.44, 0.52, 0.49, 0.56, 0.57, 0.51, -0.01, 0.43, 0.62, 0.52, 0.50, 0.44, 0.48, 0.49, 0.38, -0.15, 0.60, 0.48, 0.54, 0.60, -0.05, 0.01, -1.34, -0.45, -0.23, 0.47, 0.31, 0.39, 0.21, 0.53, 0.16, -0.32, -0.30, -0.24, 0.33, -1.04, -0.48, 0.64, -1.39, -1.29, 0.24, 0.21, 0.59

---

[3]
Below is a single CH2O4S molecule in a non-equilibrium geometry, with properties calculated with wB97M-V/def2-TZVPD.

Positions of all 8 atoms, in Å:
C: 1.3147 0.3644 0.0770
O: -0.7450 -1.5915 -0.1258
O: -1.1576 0.4413 1.1211
O: 0.4819 0.5787 -0.7528
O: -2.1052 0.1775 -1.1165
S: -1.2216 -0.2503 -0.0958
H: 2.2981 0.6941 -0.0081
H: 1.1348 -0.4142 0.9009

Its LUMO energy is -0.982 eV. Its charge is 0. The total energy comes out at -20092.4525 eV. As for the energy above the lowest of the compared OMol25 structures with the same formula, charge and spin: 41.2 kcal/mol. The frontier orbital gap comes out at 10.24 eV.

Charges per atom according to natural (NBO) partitioning, unit e: 0.36, -0.91, -0.92, -0.50, -0.87, 2.51, 0.15, 0.18

---

[4]
Below is a single C15H17N3O4 molecule in a non-equilibrium geometry, with properties calculated with wB97M-V/def2-TZVPD.

Positions of all 39 atoms, in Å:
C: -2.2180 0.8070 6.3586
C: -2.5126 0.9071 4.8773
O: -3.6884 0.8691 4.4826
O: -1.5259 1.3185 4.1300
C: -1.6592 0.9776 2.7114
C: -2.2866 2.1964 2.0330
C: -1.9507 2.0200 0.5203
N: -0.7203 1.2730 0.6107
C: -0.5309 0.7444 1.8428
N: 0.5214 -0.1340 1.8315
C: 1.0549 -0.0879 0.5616
C: 2.2288 -0.5746 0.0188
O: 2.9688 -1.4088 0.8462
C: 2.5648 -0.4005 -1.3827
N: 3.6530 -0.8850 -2.1159
C: 4.6828 -1.8169 -1.7158
C: 4.9660 -0.2977 -1.9660
C: 1.6833 0.3817 -2.1856
C: 2.1798 0.8142 -3.5322
C: 0.4540 0.9327 -1.6451
O: -0.4501 1.6819 -2.3006
C: 0.2256 0.7514 -0.2248
H: -1.3950 1.5030 6.6420
H: -3.0945 1.2506 6.8698
H: -1.9533 -0.2126 6.6308
H: -2.2561 0.0534 2.4615
H: -3.3765 2.1888 2.1823
H: -1.8488 3.0995 2.4649
H: -2.8151 1.5247 0.0130
H: -1.7765 2.9921 0.0620
H: 2.3580 -1.7709 1.5205
H: 5.0099 -2.5064 -2.4356
H: 4.9406 -2.2062 -0.6707
H: 5.0436 0.2846 -1.0785
H: 5.6315 0.0039 -2.7838
H: 3.1506 1.2757 -3.5864
H: 1.4501 1.5067 -4.0884
H: 2.1707 -0.2439 -4.1166
H: -0.2419 1.8255 -3.2052

Its LUMO energy is 0.586 eV. Its charge is 0. The total energy comes out at -28488.1723 eV. As for the energy above the lowest of the compared OMol25 structures with the same formula, charge and spin: 118.0 kcal/mol. The structure (SMILES) is CC(=O)O[C@H]1CCn2c1nc1c(O)c(N3CC3)c(C)c(O)c12. The frontier orbital gap comes out at 7.88 eV.

Charges per atom according to natural (NBO) partitioning, unit e: -0.72, 0.79, -0.61, -0.47, 0.03, -0.41, -0.21, -0.35, 0.36, -0.48, 0.04, 0.26, -0.69, 0.10, -0.44, -0.23, -0.24, -0.10, -0.63, 0.28, -0.68, 0.12, 0.23, 0.24, 0.25, 0.23, 0.24, 0.22, 0.21, 0.22, 0.49, 0.19, 0.21, 0.19, 0.20, 0.23, 0.18, 0.24, 0.49